The following is a quantum chemistry calculation of a molecular structure, C37H60BBaF4N7O4, from the Open Molecules 2025 dataset.

```
! RIJCOSX wB97M-V def2-TZVPD def2/J DEFGRID3
* xyz -2 1
Ba 1.786 0.274 -0.003
C 1.367 -3.099 0.378
N 0.526 -2.126 -0.319
C 0.518 -2.395 -1.751
C -0.818 -2.110 0.252
C -1.578 -0.803 -0.025
N -0.803 0.394 0.316
C -0.934 0.786 1.742
C -0.685 -0.292 2.768
C -1.735 -0.828 3.478
C -1.543 -1.814 4.450
C -0.227 -2.171 4.707
C 0.884 -1.643 4.042
C 0.669 -0.718 2.982
O 1.576 -0.271 2.180
C 2.269 -2.112 4.527
C 3.451 -1.428 3.833
C 2.414 -3.626 4.312
C 2.393 -1.811 6.032
C -2.743 -2.443 5.154
C -2.328 -3.489 6.190
C -3.642 -3.135 4.118
C -3.561 -1.361 5.875
C -1.201 1.574 -0.492
C -1.270 1.344 -1.984
C -2.481 1.364 -2.651
C -2.571 1.196 -4.031
C -1.367 1.065 -4.724
C -0.119 1.050 -4.108
C -0.051 1.121 -2.687
O 1.043 0.983 -2.010
C 1.179 0.961 -4.916
C 1.916 -0.348 -4.592
C 2.081 2.153 -4.560
C 0.928 1.003 -6.425
C -3.940 1.150 -4.709
C -4.707 2.453 -4.441
C -3.832 0.967 -6.224
C -4.752 -0.027 -4.148
H 0.966 -4.124 0.280
H 1.406 -2.840 1.437
H 2.379 -3.066 -0.030
H 0.066 -3.380 -1.968
H 1.544 -2.389 -2.121
H -0.046 -1.627 -2.285
H -0.731 -2.250 1.328
H -1.425 -2.948 -0.141
H -2.534 -0.836 0.527
H -1.819 -0.760 -1.086
H -1.954 1.174 1.901
H -0.237 1.610 1.919
H -2.737 -0.468 3.255
H -0.037 -2.906 5.480
H 3.479 -1.637 2.766
H 4.378 -1.792 4.289
H 3.409 -0.345 3.942
H 2.380 -3.864 3.248
H 1.615 -4.183 4.809
H 3.373 -3.976 4.708
H 2.211 -0.750 6.218
H 3.400 -2.056 6.383
H 1.679 -2.384 6.627
H -1.748 -4.293 5.733
H -3.220 -3.930 6.644
H -1.728 -3.043 6.987
H -3.085 -3.913 3.593
H -3.999 -2.423 3.372
H -4.513 -3.593 4.600
H -2.942 -0.846 6.612
H -4.421 -1.804 6.390
H -3.935 -0.615 5.173
H -0.474 2.365 -0.296
H -2.187 1.932 -0.149
H -3.380 1.516 -2.057
H -1.401 0.980 -5.801
H 2.185 -0.388 -3.539
H 2.833 -0.429 -5.184
H 1.280 -1.209 -4.820
H 2.323 2.150 -3.499
H 1.575 3.093 -4.800
H 3.013 2.106 -5.133
H 0.343 0.145 -6.765
H 1.890 0.978 -6.944
H 0.408 1.918 -6.721
H -4.139 3.309 -4.811
H -4.874 2.600 -3.373
H -5.682 2.439 -4.940
H -3.301 1.801 -6.689
H -4.833 0.916 -6.660
H -3.305 0.044 -6.474
H -4.859 0.051 -3.066
H -4.248 -0.972 -4.365
H -5.754 -0.057 -4.592
N 1.347 6.223 -0.629
N 1.062 5.570 0.563
N 1.555 5.949 1.711
C 0.983 5.067 2.525
N 0.162 4.229 1.882
N 0.237 4.565 0.613
H 1.009 5.588 -1.347
H 2.363 6.202 -0.685
H 1.173 5.032 3.582
F 3.493 4.311 -0.511
B 3.899 3.273 0.360
F 2.928 2.216 0.262
F 5.144 2.802 -0.031
F 3.917 3.735 1.673
C 5.268 0.266 -2.090
O 5.125 -1.163 -2.114
C 4.158 -1.720 -1.298
O 3.540 -0.865 -0.613
H 6.041 0.503 -2.822
H 5.559 0.633 -1.109
H 4.338 0.767 -2.367
*
```

Summary:
LUMO energy ... 3.877 eV
Energy relative to the best compared isomer or geometry (same formula, charge and spin) ... 2.318 eV
HOMO-LUMO gap ... 5.794 eV

Mulliken atomic charge list, values in e, 4 entries: 3.329 -0.363 1.209 -1.211

---

The following is a quantum chemistry calculation of a molecular structure, C47H43IN2O4PPtTe, from the Open Molecules 2025 dataset.

```
! RIJCOSX wB97M-V def2-TZVPD def2/J DEFGRID3
* xyz 2 6
Pt -0.154 0.318 0.393
I -2.618 -0.693 -0.233
C -3.967 0.031 1.139
C -5.031 -0.891 1.290
C -6.152 -0.586 2.015
C -6.248 0.681 2.598
C -5.209 1.612 2.488
C -5.414 2.864 3.084
C -4.435 3.847 3.025
C -3.244 3.545 2.408
C -2.967 2.285 1.830
P -1.192 2.170 1.334
C -1.033 3.596 0.240
C -1.496 3.432 -1.068
C -1.427 4.482 -1.967
C -0.884 5.697 -1.570
C -0.429 5.868 -0.270
C -0.512 4.825 0.642
C -0.321 2.495 2.878
C 1.011 2.913 2.808
C 1.763 3.013 3.967
C 1.204 2.674 5.193
C -0.111 2.243 5.264
C -0.876 2.155 4.110
C -3.983 1.303 1.797
H -4.964 -1.856 0.805
H -6.953 -1.305 2.114
H -7.136 0.957 3.154
H -6.356 3.055 3.582
H -4.595 4.818 3.471
H -2.466 4.299 2.389
H -1.902 2.480 -1.392
H -1.780 4.347 -2.980
H -0.817 6.514 -2.275
H -0.014 6.818 0.040
H -0.170 4.976 1.658
H 1.461 3.154 1.851
H 2.790 3.346 3.916
H 1.801 2.737 6.093
H -0.542 1.963 6.216
H -1.894 1.793 4.178
C 7.004 1.919 6.493
C 6.218 1.576 5.255
C 5.989 2.522 4.264
C 5.267 2.223 3.111
C 5.104 3.300 2.066
C 4.794 0.920 2.979
Te 3.555 0.466 1.272
N 1.723 0.580 -0.226
C 2.286 1.398 -1.147
O 3.424 1.868 -0.976
C 1.550 1.698 -2.413
C 0.533 0.882 -2.902
C -0.101 1.193 -4.096
C 0.284 2.321 -4.809
C 1.306 3.131 -4.331
C 1.944 2.817 -3.141
C 4.642 -1.075 0.375
C 5.953 -0.809 -0.029
C 6.596 0.547 0.074
C 6.683 -1.864 -0.566
C 6.143 -3.135 -0.711
C 6.950 -4.259 -1.296
C 4.826 -3.346 -0.315
C 4.050 -2.335 0.230
C 2.638 -2.637 0.656
C 4.971 -0.059 3.958
C 4.447 -1.467 3.858
C 5.706 0.300 5.084
H 7.241 2.980 6.536
H 7.941 1.361 6.518
H 6.448 1.652 7.392
H 6.387 3.524 4.384
H 5.962 3.305 1.391
H 5.055 4.283 2.534
H 4.215 3.179 1.444
H 0.277 -0.034 -2.383
H -0.870 0.540 -4.488
H -0.198 2.556 -5.749
H 1.618 4.000 -4.896
H 2.753 3.429 -2.766
H 5.911 1.342 -0.225
H 7.463 0.602 -0.581
H 6.936 0.744 1.094
H 7.700 -1.678 -0.892
H 7.974 -3.952 -1.498
H 6.506 -4.603 -2.232
H 6.975 -5.111 -0.616
H 4.385 -4.330 -0.439
H 2.316 -3.588 0.235
H 1.942 -1.866 0.325
H 2.551 -2.714 1.743
H 3.671 -1.581 3.102
H 4.016 -1.778 4.809
H 5.255 -2.159 3.609
H 5.875 -0.446 5.854
O 0.243 -1.169 4.150
N -0.207 -0.782 3.105
O -1.409 -0.618 2.861
O 0.660 -0.518 2.134
*
```

Summary:
LUMO energy (alpha / beta) ... -6.616 / -9.375 eV
Energy relative to the best compared isomer or geometry (same formula, charge and spin) ... 0.580 eV
HOMO-LUMO gap (alpha / beta) ... 5.850 / 3.613 eV
Expectation value of S² ... 8.800

Mulliken atomic charge list, values in e, 4 entries: 2.776 0.326 0.299 -0.782

---

The following is a quantum chemistry calculation of a molecular structure, C26H26CsN7S2, from the Open Molecules 2025 dataset.

```
! RIJCOSX wB97M-V def2-TZVPD def2/J DEFGRID3
* xyz 0 1
Cs -0.065 0.126 -0.501
C -1.811 4.079 -4.944
C -2.220 2.850 -5.768
C -0.960 2.125 -6.261
C -3.002 3.332 -6.989
C -3.040 1.899 -4.891
C -4.351 1.518 -5.213
C -5.075 0.648 -4.412
C -4.480 0.145 -3.264
S -5.093 -0.950 -2.073
C -3.564 -0.848 -1.192
N -2.692 -0.062 -1.749
C -3.178 0.511 -2.918
C -2.468 1.385 -3.735
C -3.361 -1.631 0.057
C -4.416 -2.449 0.489
C -4.278 -3.211 1.634
C -3.077 -3.142 2.337
C -2.053 -2.318 1.885
C -2.127 -1.518 0.729
H -1.272 4.793 -5.572
H -1.158 3.807 -4.113
H -2.689 4.579 -4.532
H -0.386 2.773 -6.928
H -1.225 1.218 -6.808
H -0.311 1.838 -5.432
H -2.374 4.006 -7.574
H -3.903 3.880 -6.704
H -3.295 2.503 -7.637
H -4.822 1.904 -6.106
H -6.085 0.371 -4.685
H -1.457 1.655 -3.452
H -5.353 -2.501 -0.059
H -5.088 -3.843 1.975
H -2.951 -3.731 3.241
H -1.139 -2.300 2.481
N 3.328 -2.267 1.086
C 3.278 -1.331 2.062
N 2.454 -0.335 2.069
C 2.687 0.468 3.183
C 1.971 1.616 3.506
C 2.301 2.319 4.652
C 3.335 1.891 5.486
C 4.051 0.744 5.184
C 3.715 0.046 4.033
S 4.418 -1.415 3.396
H 2.715 -2.183 0.287
H 3.913 -3.073 1.179
H 1.161 1.939 2.864
H 1.745 3.212 4.906
H 3.579 2.456 6.376
H 4.850 0.404 5.829
N 0.537 -5.023 -2.246
C 1.391 -4.792 -3.263
N 1.557 -5.754 -4.187
N 2.073 -3.678 -3.402
C 1.899 -2.800 -2.436
N 1.718 -2.053 -1.568
H -0.051 -5.837 -2.228
H 0.278 -4.250 -1.651
H 1.095 -6.641 -4.128
H 2.249 -5.603 -4.897
*
```

Summary:
LUMO energy ... -0.072 eV
HOMO-LUMO gap ... 6.187 eV

Mulliken atomic charge list, values in e, 4 entries: 1.058 -1.590 2.289 -1.582

---

no.,calculated total energy (a.u.)
1,-2580.24546
2,-3252.86110
3,-2206.21404